A 8-piece molecular cluster, C34H87ClN5O16 overall at a distorted geometry, computed with ωB97M-V/def2-TZVPD.

## Properties
Frontier orbital gap   8.56 eV
Charge   -1
ΔE to the lowest compared entry with this formula, charge and spin   116.4 kJ/mol
HOMO   -6.389 eV

Each line ends with the Mulliken charge.
Cartesian coordinates (Å):
Cl: -0.465 -0.686 0.522  0.99
O: 0.379 0.204 1.307  -0.34
O: -0.463 -1.994 1.130  -0.43
O: -1.777 -0.102 0.423  -0.51
O: 0.138 -0.829 -0.789  -0.64
C: 0.674 0.857 4.875  -0.41
C: 1.039 2.223 5.418  -0.40
O: 1.854 2.959 4.527  -0.45
H: 0.117 0.285 5.621  0.37
H: 1.559 0.277 4.597  0.25
H: 0.068 0.899 3.967  -0.10
H: 1.590 2.067 6.354  0.44
H: 0.124 2.786 5.594  0.02
H: 2.710 2.531 4.443  0.29
C: 4.872 -1.479 -0.793  -1.31
C: 3.610 -0.905 -0.190  0.68
O: 3.048 -1.824 0.734  -0.53
H: 4.748 -2.565 -0.857  0.33
H: 5.783 -1.360 -0.203  0.37
H: 5.030 -1.089 -1.799  0.26
H: 2.857 -0.761 -0.973  -0.28
H: 3.757 0.102 0.223  0.27
H: 2.320 -1.343 1.152  0.13
C: 6.675 3.498 -8.069  -0.80
O: 6.044 3.684 -6.827  -0.22
C: 6.910 4.132 -5.813  -0.55
C: 6.094 4.514 -4.579  -0.77
N: 5.523 3.378 -3.844  -0.18
C: 4.253 2.890 -4.405  -0.70
C: 3.800 1.677 -3.629  0.08
O: 2.709 1.098 -4.311  -0.40
C: 2.120 0.071 -3.530  -0.27
H: 5.999 2.914 -8.691  0.24
H: 7.614 2.936 -7.996  0.34
H: 6.888 4.466 -8.538  0.27
H: 7.510 4.990 -6.153  0.42
H: 7.626 3.356 -5.495  0.35
H: 5.282 5.180 -4.869  0.34
H: 6.812 5.007 -3.914  0.37
H: 6.219 2.640 -3.942  0.24
H: 4.289 2.580 -5.453  0.35
H: 3.568 3.735 -4.295  0.29
H: 3.608 1.892 -2.572  0.08
H: 4.629 0.946 -3.649  0.04
H: 1.226 -0.220 -4.076  0.17
H: 1.821 0.447 -2.545  0.00
H: 2.759 -0.800 -3.338  0.33
C: -2.347 -1.285 -5.522  -0.78
O: -2.498 -0.042 -4.873  -0.40
C: -1.973 -0.072 -3.552  -0.46
C: -1.886 1.337 -3.026  -0.25
N: -3.131 2.117 -3.095  -0.36
C: -3.973 1.863 -1.927  -0.19
C: -5.179 2.763 -1.897  -0.75
O: -6.009 2.478 -2.995  -0.25
C: -7.305 2.993 -2.823  -0.76
H: -2.441 -2.137 -4.844  0.32
H: -1.337 -1.307 -5.958  0.25
H: -3.079 -1.342 -6.325  0.28
H: -0.994 -0.560 -3.565  0.25
H: -2.634 -0.673 -2.912  0.22
H: -1.083 1.864 -3.544  0.52
H: -1.589 1.248 -1.966  0.04
H: -2.819 3.073 -2.939  0.31
H: -3.397 1.953 -0.993  0.14
H: -4.390 0.853 -1.967  0.25
H: -4.908 3.832 -1.935  0.35
H: -5.686 2.607 -0.933  0.41
H: -7.287 4.093 -2.800  0.29
H: -7.738 2.638 -1.879  0.31
H: -7.911 2.669 -3.666  0.23
C: 1.352 -5.323 4.365  -0.73
O: 0.974 -5.476 3.017  -0.35
C: 1.757 -4.675 2.156  -0.59
C: 1.195 -4.794 0.761  -0.54
N: 1.436 -6.155 0.266  -0.38
C: 0.796 -6.303 -1.057  -0.44
C: 0.897 -7.645 -1.757  -0.64
O: 0.278 -8.786 -1.152  -0.33
C: 0.893 -9.346 -0.009  -0.64
H: 1.452 -4.269 4.654  0.23
H: 2.360 -5.746 4.503  0.33
H: 0.619 -5.839 4.976  0.26
H: 2.801 -5.015 2.100  0.35
H: 1.738 -3.631 2.488  0.33
H: 1.713 -4.102 0.098  0.44
H: 0.126 -4.551 0.796  0.29
H: 0.906 -6.785 0.852  0.26
H: 1.240 -5.550 -1.712  0.37
H: -0.284 -6.112 -0.943  0.33
H: 1.938 -7.931 -1.973  0.36
H: 0.353 -7.563 -2.698  0.30
H: 1.733 -9.991 -0.309  0.26
H: 0.112 -9.867 0.539  0.25
H: 1.373 -8.654 0.681  0.29
C: -1.441 -2.010 4.574  -0.49
O: -2.654 -1.532 5.139  -0.45
C: -3.410 -0.705 4.255  -0.51
C: -3.803 -1.431 2.992  0.28
N: -4.590 -2.655 3.311  -0.30
C: -5.745 -2.868 2.447  -0.84
C: -7.028 -2.257 2.977  -0.45
O: -7.466 -3.006 4.096  -0.32
C: -8.546 -2.400 4.765  -0.72
H: -0.996 -1.325 3.851  0.08
H: -1.601 -2.978 4.082  0.33
H: -0.778 -2.225 5.414  0.29
H: -2.837 0.206 4.035  0.05
H: -4.271 -0.418 4.867  0.42
H: -2.899 -1.824 2.526  -0.31
H: -4.327 -0.721 2.344  0.37
H: -4.902 -2.551 4.272  0.24
H: -5.847 -3.937 2.253  0.38
H: -5.561 -2.338 1.507  0.35
H: -7.812 -2.288 2.210  0.45
H: -6.761 -1.245 3.315  0.30
H: -8.334 -1.378 5.096  0.29
H: -8.844 -3.052 5.580  0.24
H: -9.397 -2.327 4.065  0.29
C: -1.495 5.390 4.860  -0.81
O: -0.654 4.951 3.827  -0.30
C: -1.319 4.084 2.949  -0.66
C: -0.367 3.401 1.988  0.65
N: 0.402 4.357 1.205  -0.36
C: 1.255 3.609 0.248  -0.20
C: 2.406 4.413 -0.271  0.04
O: 3.335 4.653 0.788  -0.25
C: 4.586 5.005 0.318  -0.79
H: -1.307 6.445 5.065  0.26
H: -1.390 4.775 5.762  0.25
H: -2.565 5.357 4.601  0.35
H: -2.129 4.563 2.369  0.38
H: -1.852 3.290 3.500  0.31
H: -0.962 2.751 1.324  -0.14
H: 0.264 2.738 2.575  -0.20
H: -0.226 4.874 0.597  0.34
H: 0.646 3.283 -0.615  0.10
H: 1.566 2.656 0.680  0.12
H: 2.085 5.373 -0.695  0.30
H: 2.964 3.851 -1.034  -0.21
H: 5.058 4.226 -0.307  0.28
H: 5.251 5.197 1.160  0.26
H: 4.586 5.901 -0.328  0.30

---

A 11-piece molecular cluster, C44H110N16O11 overall at a distorted geometry, computed with ωB97M-V/def2-TZVPD.

## Properties
Structure (SMILES)   CC1(C)CCCC(C)(C)N1O.CC1(C)CCCC(C)(C)N1O.CC1(C)CCCC(C)(C)N1O.COC[C@H](C)N.COC[C@H](C)N.COC[C@H](C)N.NC(N)=O.NC(N)=O.NC(N)=O.NC(N)=O.NC(N)=O
Frontier orbital gap   7.85 eV
Charge   0
ΔE to the lowest compared entry with this formula, charge and spin   0.0 kJ/mol
HOMO   -8.125 eV

Each line ends with the Mulliken charge.
Cartesian coordinates (Å):
C: -2.670 3.880 -3.989  -1.23
C: -2.052 5.159 -3.402  2.05
C: -3.016 5.903 -2.506  -1.73
C: -3.295 5.164 -1.199  0.72
C: -1.997 4.945 -0.436  -1.16
C: -0.912 4.259 -1.305  2.55
N: -0.844 4.949 -2.607  -0.05
O: 0.131 4.293 -3.411  -0.13
C: 0.428 4.452 -0.580  -3.02
C: -1.215 2.760 -1.333  0.44
C: -1.675 6.004 -4.614  -2.15
H: -1.973 3.336 -4.624  0.32
H: -3.591 4.128 -4.525  0.45
H: -3.009 3.163 -3.240  -0.06
H: -2.620 6.898 -2.265  0.28
H: -3.921 6.167 -3.062  0.61
H: -3.813 4.232 -1.446  -0.80
H: -4.109 5.707 -0.710  0.49
H: -2.171 4.259 0.395  0.42
H: -1.724 5.940 -0.076  0.35
H: 0.654 5.520 -0.550  0.63
H: 0.214 4.164 0.452  0.53
H: 1.228 3.856 -1.011  0.14
H: -2.222 2.483 -1.613  -0.77
H: -0.456 2.234 -1.920  -0.61
H: -0.998 2.406 -0.318  0.21
H: -2.535 6.590 -4.957  0.44
H: -1.260 5.457 -5.457  0.28
H: -0.962 6.801 -4.373  0.44
H: 0.966 4.711 -3.182  0.26
C: -0.333 -1.305 3.676  -2.16
C: 0.358 -1.523 2.314  1.97
C: -0.491 -0.672 1.341  -1.57
C: 0.250 -0.445 0.017  -0.12
C: 1.587 0.187 0.353  -0.71
C: 2.504 -0.607 1.264  2.98
N: 1.703 -0.985 2.428  1.33
O: 2.485 -1.335 3.535  -0.64
C: 3.029 -1.851 0.495  -1.27
C: 3.727 0.201 1.633  -2.54
C: 0.294 -3.031 2.062  -1.07
H: 0.158 -1.850 4.484  0.22
H: -1.390 -1.585 3.705  0.31
H: -0.395 -0.232 3.875  0.51
H: -1.359 -1.290 1.091  -0.06
H: -0.809 0.270 1.783  0.54
H: -0.292 0.193 -0.681  -0.01
H: 0.377 -1.433 -0.439  0.35
H: 1.371 1.146 0.847  0.25
H: 2.163 0.460 -0.538  -0.48
H: 3.457 -2.553 1.217  -0.15
H: 2.212 -2.400 0.020  -0.24
H: 3.720 -1.579 -0.302  0.61
H: 4.449 -0.409 2.181  0.18
H: 4.283 0.548 0.764  0.64
H: 3.491 1.007 2.332  0.41
H: 0.868 -3.346 1.181  0.08
H: -0.707 -3.433 1.901  0.49
H: 0.785 -3.555 2.886  0.14
H: 2.837 -2.233 3.407  0.15
C: -4.948 -0.455 0.795  -1.65
C: -5.292 0.630 -0.230  1.85
C: -4.831 0.081 -1.568  -1.04
C: -5.352 0.883 -2.773  0.00
C: -6.867 1.120 -2.657  -1.45
C: -7.353 1.610 -1.294  1.78
N: -6.745 0.767 -0.279  0.25
O: -7.287 1.008 1.000  -0.51
C: -7.052 3.120 -1.226  -1.65
C: -8.869 1.473 -1.221  -2.18
C: -4.543 1.912 0.177  -0.23
H: -5.232 -1.474 0.508  0.48
H: -5.494 -0.365 1.736  0.43
H: -3.879 -0.528 0.999  0.03
H: -3.744 0.076 -1.675  0.25
H: -5.246 -0.915 -1.719  0.39
H: -5.247 0.282 -3.682  0.62
H: -4.774 1.784 -3.000  -0.68
H: -7.298 0.126 -2.833  0.35
H: -7.274 1.757 -3.443  0.55
H: -7.564 3.641 -2.043  0.44
H: -7.397 3.622 -0.322  0.31
H: -6.003 3.328 -1.439  0.44
H: -9.148 0.418 -1.306  0.45
H: -9.273 1.912 -0.312  0.43
H: -9.345 1.953 -2.078  0.41
H: -4.286 2.409 -0.758  -0.54
H: -3.572 1.635 0.597  -0.08
H: -5.020 2.577 0.890  0.24
H: -7.931 0.303 1.120  0.37
C: -4.021 -3.626 -0.749  -1.14
C: -3.186 -4.766 -1.362  0.47
C: -1.744 -4.351 -1.460  0.08
O: -1.013 -5.335 -2.170  -0.42
C: 0.355 -5.387 -1.844  -0.54
N: -3.347 -5.989 -0.587  -0.51
H: -4.008 -2.802 -1.460  0.10
H: -3.533 -3.278 0.166  0.14
H: -5.012 -4.016 -0.528  0.51
H: -3.666 -4.886 -2.346  0.19
H: -1.312 -4.192 -0.464  -0.25
H: -1.717 -3.417 -2.039  0.32
H: 0.460 -5.845 -0.849  0.17
H: 0.842 -4.406 -1.776  0.19
H: 0.861 -5.998 -2.586  0.34
H: -2.682 -6.698 -0.857  0.22
H: -4.313 -6.273 -0.597  0.20
C: 4.161 3.072 -0.018  -0.61
C: 4.680 4.062 1.011  0.16
C: 5.353 5.259 0.352  -0.95
O: 6.064 5.998 1.317  -0.31
C: 6.148 7.372 1.026  -0.75
N: 3.544 4.516 1.840  -0.51
H: 5.020 2.775 -0.629  0.66
H: 3.400 3.473 -0.687  0.04
H: 3.779 2.199 0.506  -0.36
H: 5.436 3.577 1.630  0.37
H: 4.628 5.864 -0.211  0.35
H: 6.048 4.896 -0.426  0.35
H: 5.143 7.818 1.020  0.32
H: 6.537 7.633 0.032  0.30
H: 6.782 7.808 1.792  0.25
H: 2.937 5.051 1.226  0.15
H: 3.899 5.167 2.534  0.30
C: 3.322 0.673 -3.249  -1.16
C: 2.232 0.841 -4.282  1.48
C: 2.590 1.979 -5.218  -1.09
O: 2.628 3.187 -4.498  -0.09
C: 2.553 4.325 -5.333  -0.94
N: 2.234 -0.369 -5.117  -0.81
H: 4.294 0.528 -3.729  0.37
H: 3.194 -0.229 -2.638  0.22
H: 3.441 1.478 -2.521  0.10
H: 1.283 1.042 -3.775  -0.28
H: 1.854 2.037 -6.032  0.39
H: 3.568 1.744 -5.658  0.30
H: 2.564 5.184 -4.664  0.28
H: 1.681 4.340 -5.988  0.35
H: 3.479 4.384 -5.920  0.34
H: 1.634 -0.258 -5.925  0.29
H: 1.899 -1.156 -4.574  0.25
C: 2.574 -7.569 1.561  0.71
O: 1.739 -8.240 2.165  -0.80
N: 3.439 -8.164 0.688  -0.44
N: 2.720 -6.231 1.725  0.16
H: 4.073 -7.557 0.205  0.15
H: 3.440 -9.165 0.683  0.24
H: 3.432 -5.681 1.278  0.08
H: 2.198 -5.801 2.468  -0.26
C: -1.711 -7.371 3.347  0.53
O: -2.812 -7.323 3.868  -0.70
N: -0.830 -8.406 3.471  -0.29
N: -1.287 -6.424 2.434  -0.06
H: 0.064 -8.271 3.018  0.35
H: -1.083 -9.229 3.979  0.19
H: -0.348 -6.537 2.097  0.00
H: -1.961 -5.805 2.024  0.01
C: 1.466 1.803 5.698  0.54
O: 1.216 2.915 6.135  -0.69
N: 1.017 0.674 6.350  -0.36
N: 2.022 1.549 4.477  0.13
H: 0.401 0.863 7.116  0.21
H: 1.082 -0.216 5.892  0.20
H: 2.314 0.593 4.320  0.01
H: 2.263 2.273 3.828  0.03
C: 3.216 -4.761 4.826  0.55
O: 3.105 -4.263 3.703  -0.28
N: 2.611 -4.232 5.917  -0.39
N: 4.010 -5.842 5.055  -0.43
H: 2.165 -3.333 5.869  0.16
H: 2.872 -4.553 6.833  0.20
H: 4.198 -6.148 5.992  0.14
H: 4.353 -6.402 4.298  0.19
C: 6.511 -3.086 1.784  0.67
O: 6.343 -1.896 1.898  -0.60
N: 6.005 -4.032 2.659  -0.29
N: 7.256 -3.660 0.774  -0.44
H: 5.289 -3.624 3.234  0.09
H: 6.353 -4.968 2.693  0.16
H: 7.863 -3.103 0.205  0.24
H: 7.403 -4.653 0.817  0.14

---

C5H14N2O as an isolated structure at a distorted geometry, computed with ωB97M-V/def2-TZVPD.

## Properties
Frontier orbital gap (spin up / spin down)   6.97 / 6.97 eV
Charge   0
ΔE to the lowest compared entry with this formula, charge and spin   557.6 kJ/mol
HOMO (spin up / spin down)   -6.054 / -6.055 eV

Each line ends with the natural charge from an NBO analysis.
Cartesian coordinates (Å):
C: -0.040 -0.466 0.072  0.34
C: 1.922 0.514 -0.616  -0.41
C: -2.441 0.101 -0.392  -0.12
C: -0.514 0.424 -0.911  -0.40
C: -0.040 -1.950 -0.157  -0.68
N: -0.053 -0.062 1.390  -0.86
N: 2.205 1.315 0.574  -0.89
O: -2.674 0.898 0.722  -0.74
H: -2.040 0.626 1.409  0.48
H: 0.299 -0.749 2.043  0.38
H: 0.438 0.844 1.492  0.42
H: 3.192 1.432 0.791  0.37
H: 1.836 2.256 0.485  0.35
H: 2.503 -0.408 -0.604  0.16
H: 2.133 1.054 -1.546  0.16
H: -2.948 0.527 -1.255  0.17
H: -2.705 -0.952 -0.252  0.14
H: -0.501 1.480 -0.685  0.22
H: -0.487 0.098 -1.939  0.22
H: -0.695 -2.456 0.554  0.22
H: -0.369 -2.202 -1.163  0.23
H: 0.976 -2.322 -0.010  0.23

---

- ΔE to the lowest compared entry with this formula, charge and spin of number 2 (C44H110N16O11)?
  0.0 kJ/mol

---

- Which value of ΔE to the lowest compared entry with this formula, charge and spin does entry 2 give?
  0.0 kJ/mol

---

- charge of number 2 (C44H110N16O11)?
  0

---

- What is the charge in the third record?
  0